[1]
This record from the OMol25 dataset describes C41H58BeN5OSSi2Te as an isolated structure. The level of theory is ωB97M-V with the def2-TZVPD basis set.

Structure (XYZ):
```
110
C41H58BeN5OSSi2Te ωB97M-V with the def2-TZVPD basis set
Be -0.370 -0.238 0.138
C -0.263 -0.466 -5.090
C -0.749 0.935 -5.329
C -0.406 1.614 -6.493
C -0.861 2.897 -6.745
C -1.677 3.539 -5.825
C -2.013 2.892 -4.649
C -1.554 1.603 -4.405
N -1.921 0.966 -3.183
C -1.060 0.716 -2.168
N 0.187 1.183 -2.321
C 1.324 0.983 -1.498
C 1.230 0.214 -0.337
C 2.424 0.071 0.383
C 3.616 0.647 -0.020
C 3.646 1.417 -1.171
C 2.505 1.604 -1.934
C 2.545 2.439 -3.183
N -1.449 0.061 -1.094
C -2.763 -0.508 -1.134
C -2.953 -1.712 -1.805
C -4.201 -2.304 -1.846
C -5.268 -1.692 -1.202
C -5.076 -0.494 -0.540
C -3.829 0.127 -0.501
C -3.653 1.454 0.177
H -0.102 -0.975 -6.038
H -0.983 -1.039 -4.508
H 0.682 -0.473 -4.543
H 0.215 1.115 -7.223
H -0.585 3.395 -7.662
H -2.040 4.537 -6.016
H -2.628 3.379 -3.906
H -2.893 0.753 -3.014
H 0.325 1.751 -3.147
H 2.426 -0.502 1.305
H 4.517 0.509 0.562
H 4.569 1.884 -1.486
H 3.535 2.869 -3.323
H 1.834 3.268 -3.144
H 2.318 1.849 -4.076
H -2.103 -2.173 -2.287
H -4.342 -3.237 -2.369
H -6.247 -2.149 -1.218
H -5.909 -0.016 -0.043
H -4.477 1.647 0.861
H -3.628 2.269 -0.548
H -2.716 1.493 0.736
C -0.534 3.644 -0.380
Si -0.596 4.120 1.433
C -2.373 4.389 1.967
C 0.372 5.699 1.717
C 0.290 2.786 2.436
Te -0.340 0.747 2.440
C -2.173 0.904 3.537
Si -2.011 0.210 5.289
C -1.630 -1.620 5.149
C -3.637 0.501 6.171
C -0.622 1.102 6.173
H -1.038 4.394 -0.988
H -1.022 2.684 -0.554
H 0.495 3.563 -0.724
H -2.844 5.104 1.293
H -2.425 4.807 2.971
H -2.974 3.483 1.943
H -0.029 6.512 1.115
H 1.420 5.577 1.453
H 0.325 6.008 2.759
H 0.378 3.061 3.487
H 1.311 2.711 2.052
H -2.927 0.366 2.967
H -2.448 1.953 3.540
H -2.495 -2.183 4.803
H -1.327 -2.029 6.110
H -0.817 -1.794 4.443
H -4.465 0.022 5.652
H -3.857 1.565 6.242
H -3.606 0.102 7.183
H 0.333 0.959 5.665
H -0.513 0.721 7.187
H -0.813 2.171 6.246
C 1.098 -6.000 -2.346
C 1.966 -5.887 -1.102
C 2.166 -4.444 -0.655
N 0.916 -3.833 -0.208
C 0.638 -3.154 0.889
S -0.827 -2.268 0.978
N 1.486 -3.119 1.949
C 2.343 -4.104 2.511
O 3.272 -3.741 3.178
C 1.960 -5.526 2.330
C 0.629 -5.913 2.205
C 0.315 -7.259 2.098
C 1.326 -8.210 2.104
C 2.653 -7.823 2.237
C 2.971 -6.482 2.362
H 1.039 -7.031 -2.684
H 1.500 -5.405 -3.165
H 0.076 -5.673 -2.159
H 2.953 -6.309 -1.296
H 1.530 -6.464 -0.287
H 2.516 -3.843 -1.500
H 2.912 -4.354 0.134
H 0.169 -3.803 -0.889
H 1.403 -2.287 2.522
H -0.164 -5.177 2.221
H -0.718 -7.564 2.018
H 1.077 -9.258 2.016
H 3.435 -8.567 2.253
H 3.996 -6.161 2.489
```

- E_HOMO (eV) = -10.22
- Kohn-Sham gap (eV) = 7.813
- multiplicity = 1
- net charge = +1

Results of the Löwdin charge analysis, in e, for atoms 1 through 99: -0.15 -0.02 -0.22 -0.03 -0.07 -0.07 -0.01 -0.22 0.16 -0.35 0.16 -0.21 -0.18 -0.14 -0.08 -0.04 -0.22 -0.03 0.05 -0.28 -0.05 -0.07 -0.07 -0.03 -0.21 -0.04 0.09 0.07 0.08 0.12 0.11 0.11 0.12 0.16 0.12 0.07 0.11 0.11 0.08 0.09 0.08 0.11 0.11 0.11 0.12 0.09 0.09 0.02 -0.16 0.43 -0.17 -0.17 -0.53 1.39 -0.53 0.40 -0.18 -0.18 -0.18 0.04 0.00 0.03 0.04 0.04 0.00 0.03 0.03 0.03 0.01 0.01 0.01 0.00 0.04 0.04 -0.01 0.03 0.03 0.03 0.02 0.03 0.03 -0.09 -0.22 -0.15 0.07 -0.73 0.76 0.12 -0.40 0.14 -0.17 -0.03 -0.06 -0.06 -0.06 -0.01 0.08 0.08 0.07

[2]
This record from the OMol25 dataset describes a 2-piece molecular cluster, C5H13N2 overall. The level of theory is ωB97M-V with the def2-TZVPD basis set.

Structure (XYZ):
```
20
C5H13N2 ωB97M-V with the def2-TZVPD basis set
N -1.719 -1.253 0.298
C -0.920 -2.071 -0.434
N 0.364 -2.222 -0.258
H -1.342 -0.699 1.043
H -2.606 -1.014 -0.075
H -1.297 -2.639 -1.281
H 0.806 -2.964 -0.771
H 0.915 -1.578 0.348
C 0.465 1.327 -1.277
C 0.612 1.058 0.158
C 1.719 0.450 0.724
C -0.485 1.621 1.014
H 0.020 0.478 -1.817
H 1.453 1.430 -1.759
H -0.079 2.245 -1.533
H 1.799 0.239 1.773
H 2.592 0.247 0.129
H -0.519 1.038 1.957
H -1.498 1.609 0.503
H -0.281 2.698 1.255
```

- E_HOMO (eV) = -13.11
- Kohn-Sham gap (eV) = 9.392
- multiplicity = 1
- net charge = +1

Calculated atomic charges, method Löwdin, unit e: 0.21 -0.14 0.20 0.09 0.12 0.16 0.14 0.11 -0.08 -0.44 0.02 -0.09 0.08 0.10 0.10 0.06 0.07 0.08 0.10 0.11

[3]
This record from the OMol25 dataset describes C5H4N2S in the gas phase. The level of theory is ωB97M-V with the def2-TZVPD basis set.

Structure (XYZ):
```
12
C5H4N2S ωB97M-V with the def2-TZVPD basis set
C 2.510 0.010 0.118
C 0.136 -1.625 0.109
C -0.951 1.150 -0.538
C 1.163 0.188 -0.240
C -1.449 0.381 0.546
N 3.585 -0.235 0.480
N 0.343 1.033 -0.704
S -1.442 -1.245 -0.350
H 0.587 -2.334 -0.499
H -1.470 1.768 -1.231
H -0.619 0.322 1.378
H -2.391 0.587 0.931
```

- E_HOMO (spin up / spin down) (eV) = -8.01 / -8.17
- Kohn-Sham gap (spin up / spin down) (eV) = 6.801 / 6.940
- multiplicity = 1

Calculated atomic charges, method Löwdin, unit e: -0.21 -0.32 -0.26 -0.16 -0.42 0.16 0.04 0.93 -0.04 0.11 0.13 0.05

[4]
This record from the OMol25 dataset describes C14H13NOS in the gas phase. The level of theory is ωB97M-V with the def2-TZVPD basis set.

Structure (XYZ):
```
30
C14H13NOS ωB97M-V with the def2-TZVPD basis set
O -3.238 -0.455 2.035
C -3.281 -1.770 1.461
C -3.236 -1.664 -0.088
C -1.767 -1.494 -0.488
C -0.907 -2.567 -0.565
C 0.408 -2.313 -0.918
C 0.822 -1.034 -1.176
C -0.034 0.051 -1.094
C -1.353 -0.207 -0.762
N 0.403 1.376 -1.367
C 1.618 1.708 -0.686
C 1.685 2.897 0.017
C 2.847 3.221 0.673
C 3.940 2.381 0.629
C 3.887 1.195 -0.062
C 2.716 0.875 -0.711
S 2.514 -0.653 -1.618
H -3.882 -0.442 2.748
H -2.373 -2.302 1.773
H -4.208 -2.267 1.776
H -3.793 -0.766 -0.375
H -3.653 -2.563 -0.554
H -1.220 -3.588 -0.360
H 1.149 -3.108 -0.974
H -2.065 0.616 -0.712
H -0.306 1.998 -0.987
H 0.817 3.556 0.045
H 2.950 4.130 1.262
H 4.831 2.682 1.175
H 4.727 0.507 -0.099
```

- E_HOMO (eV) = -7.76
- Kohn-Sham gap (eV) = 8.551
- SMILES = OCCc1ccc2c(c1)Nc1ccccc1S2
- multiplicity = 1

Calculated atomic charges, method Löwdin, unit e: -0.08 -0.24 -0.12 -0.24 -0.05 -0.10 -0.46 -0.26 0.02 0.10 -0.27 -0.03 -0.10 -0.10 -0.10 -0.45 1.01 0.08 0.11 0.12 0.11 0.12 0.12 0.11 0.13 0.12 0.12 0.11 0.11 0.11

[5]
This record from the OMol25 dataset describes C5H15NOSSi2 as an isolated structure. The level of theory is ωB97M-V with the def2-TZVPD basis set.

Structure (XYZ):
```
25
C5H15NOSSi2 ωB97M-V with the def2-TZVPD basis set
C 5.345 -0.681 0.802
C 4.237 0.220 0.151
S 2.585 -0.577 0.197
C 1.485 0.391 -0.949
Si -0.156 0.854 -0.091
O -1.173 -0.534 0.013
Si -2.627 -0.303 -0.890
C -4.151 -1.052 -0.041
C -4.726 -0.208 1.123
N -5.125 1.000 1.049
H 5.919 -1.235 0.040
H 6.058 -0.036 1.354
H 4.910 -1.380 1.543
H 4.498 0.437 -0.901
H 4.257 1.181 0.706
H 2.014 1.357 -1.122
H 1.329 -0.156 -1.897
H 0.186 1.236 1.295
H -0.808 2.002 -0.750
H -2.509 -0.970 -2.208
H -2.922 1.106 -1.174
H -4.939 -1.212 -0.808
H -3.866 -2.045 0.371
H -4.843 -0.707 2.103
H -4.977 1.312 0.083
```

- E_HOMO (eV) = -8.52
- Kohn-Sham gap (eV) = 9.343
- multiplicity = 1

Calculated atomic charges, method Löwdin, unit e: -0.17 -0.56 0.75 -0.61 0.48 -0.44 0.53 -0.29 -0.31 0.07 0.07 0.07 0.06 0.07 0.07 0.04 0.03 -0.02 -0.04 -0.03 -0.04 0.08 0.07 0.10 0.02

[6]
This record from the OMol25 dataset describes C19H44BF4O7P2STi as an isolated structure. The level of theory is ωB97M-V with the def2-TZVPD basis set.

Structure (XYZ):
```
79
C19H44BF4O7P2STi ωB97M-V with the def2-TZVPD basis set
Ti -0.238 -0.303 0.062
C 0.679 -0.517 -6.050
C 0.545 0.051 -4.664
C -0.829 0.574 -4.328
O 0.823 -1.098 -3.708
P 1.646 -1.009 -2.418
O 0.937 -0.137 -1.328
C 1.687 -2.687 -1.770
P 0.134 -3.289 -1.069
O -0.413 -2.113 -0.199
O -0.894 -3.526 -2.174
C -0.979 -4.792 -3.033
C -1.089 -4.312 -4.454
C -2.153 -5.584 -2.530
O 0.345 -4.562 -0.271
C 1.218 -4.983 0.910
C 1.429 -3.815 1.838
C 2.471 -5.601 0.354
O 3.033 -0.400 -2.568
C 4.078 -0.691 -3.656
C 4.615 0.651 -4.068
C 5.092 -1.620 -3.048
H 0.511 0.280 -6.775
H -0.064 -1.296 -6.223
H 1.674 -0.923 -6.226
H 1.315 0.797 -4.464
H -1.575 -0.211 -4.459
H -1.070 1.392 -5.006
H -0.869 0.960 -3.307
H 2.457 -2.716 -0.994
H 1.992 -3.368 -2.571
H -0.042 -5.326 -2.862
H -2.003 -3.736 -4.594
H -1.129 -5.179 -5.114
H -0.230 -3.706 -4.742
H -3.078 -5.022 -2.656
H -2.033 -5.863 -1.484
H -2.232 -6.501 -3.116
H 0.579 -5.734 1.367
H 2.047 -3.035 1.383
H 1.968 -4.173 2.715
H 0.487 -3.389 2.180
H 3.124 -4.858 -0.108
H 2.242 -6.387 -0.365
H 3.025 -6.055 1.176
H 3.521 -1.168 -4.465
H 5.096 1.147 -3.225
H 3.837 1.298 -4.470
H 5.363 0.500 -4.847
H 5.577 -1.153 -2.191
H 5.857 -1.836 -3.794
H 4.653 -2.572 -2.744
F 0.552 -0.288 1.600
B 0.067 2.929 1.225
F -0.522 2.681 2.355
F 0.674 4.016 0.893
F 0.021 1.923 0.279
C -3.245 3.073 0.331
C -4.488 2.447 -0.287
C -4.220 1.341 -1.296
S -3.432 -0.201 -0.810
O -1.954 0.227 -0.398
C -4.249 -0.757 0.696
C -3.965 -0.120 2.055
C -2.557 -0.345 2.598
H -3.522 3.942 0.926
H -2.554 3.409 -0.446
H -2.726 2.375 0.991
H -5.037 3.207 -0.847
H -5.183 2.098 0.478
H -3.589 1.676 -2.125
H -5.147 0.964 -1.744
H -4.022 -1.826 0.716
H -5.304 -0.664 0.411
H -4.686 -0.597 2.722
H -4.214 0.939 2.058
H -2.199 -1.359 2.391
H -2.546 -0.223 3.680
H -1.846 0.388 2.212
```

- E_HOMO (eV) = -19.03
- Kohn-Sham gap (eV) = 8.713
- multiplicity = 1
- net charge = +3

Calculated atomic charges, method Löwdin, unit e: 1.20 -0.01 -0.35 -0.02 -0.16 0.54 -0.30 -0.17 0.52 -0.32 -0.15 -0.36 -0.02 -0.02 -0.13 -0.32 -0.03 -0.02 -0.14 -0.35 -0.02 -0.02 0.11 0.10 0.09 0.14 0.10 0.11 0.07 0.09 0.12 0.14 0.10 0.11 0.08 0.10 0.09 0.11 0.16 0.08 0.12 0.09 0.08 0.10 0.11 0.13 0.11 0.09 0.11 0.11 0.11 0.08 -0.24 -0.80 0.33 0.36 0.15 -0.08 -0.24 -0.31 1.15 -0.60 -0.30 -0.23 -0.08 0.11 0.10 0.04 0.14 0.11 0.11 0.12 0.10 0.12 0.14 0.10 0.08 0.11 0.03

| no. | electronic energy (a.u.) | maximum force (eV Å⁻¹) |
| --- | --- | --- |
| 1 | -3206.130841 | 0.5 |
| 2 | -307.562678 | 3.2 |
| 3 | -700.420523 | 4.2 |
| 4 | -1069.472420 | 2.0 |
| 5 | -1306.706980 | 2.9 |
| 6 | -3631.313931 | 0.5 |